No. 1
DFT (ωB97M-V with the def2-TZVPD basis set) results for a molecular structure, C12H40AlB4O6S3.

```
! RIJCOSX wB97M-V def2-TZVPD def2/J DEFGRID3
* xyz -1 1
Al 27.363 15.771 28.295
B 26.375 14.904 25.431
H 26.784 15.947 25.713
H 27.050 14.100 25.968
H 25.310 14.878 25.864
H 26.323 14.832 24.290
B 26.358 12.299 27.782
H 26.758 13.398 27.857
H 25.973 11.994 28.821
H 25.531 12.205 26.998
H 27.240 11.605 27.541
B 29.482 14.498 26.186
H 30.438 14.370 25.557
H 29.698 14.834 27.257
H 28.869 15.297 25.612
H 28.957 13.473 26.239
B 28.719 18.035 26.691
H 29.382 17.341 27.312
H 28.173 17.462 25.855
H 27.905 18.439 27.405
H 29.280 18.950 26.278
C 33.362 17.158 27.435
C 33.039 18.451 28.202
C 31.760 18.248 29.064
S 31.417 16.489 29.102
O 29.990 16.251 29.153
O 32.258 15.726 30.001
C 32.086 16.338 27.463
H 34.249 16.669 27.843
H 33.608 17.277 26.379
H 32.801 19.158 27.403
H 33.845 18.969 28.720
H 30.891 18.673 28.557
H 31.678 18.623 30.085
H 31.342 16.732 26.770
H 32.242 15.262 27.373
C 24.573 10.951 31.722
C 25.792 10.964 32.649
C 26.821 11.907 32.020
S 25.804 13.351 31.577
O 26.275 14.048 30.410
O 25.630 14.044 32.846
C 24.281 12.393 31.267
H 23.683 10.595 32.244
H 24.737 10.225 30.928
H 26.274 10.002 32.852
H 25.642 11.159 33.715
H 27.267 11.513 31.102
H 27.727 12.248 32.522
H 24.134 12.503 30.191
H 23.511 13.014 31.721
C 25.583 18.294 23.901
C 25.696 19.761 24.296
C 25.924 19.820 25.818
S 24.761 18.523 26.401
O 23.510 19.069 26.868
O 25.469 17.565 27.254
C 24.508 17.717 24.772
H 26.509 17.737 24.060
H 25.368 18.250 22.833
H 24.688 20.173 24.187
H 26.462 20.301 23.744
H 25.717 20.700 26.424
H 26.976 19.576 25.976
H 23.490 17.954 24.461
H 24.565 16.644 24.955
*
```

Total energy (Eh): -2468.5481
Gap between HOMO and LUMO (eV): 4.172

Löwdin population analysis, charges in e, atoms 1 to 4: 1.203, -0.353, -0.052, 0.027

=====

No. 2
DFT (ωB97M-V with the def2-TZVPD basis set) results for 11 unconnected molecules or ions with the total composition C27H81N15O12.

```
! RIJCOSX wB97M-V def2-TZVPD def2/J DEFGRID3
* xyz 0 1
C 18.008 20.906 -25.938
O 16.860 20.080 -25.600
C 16.205 19.538 -26.763
C 15.119 18.489 -26.335
C 14.560 17.702 -27.445
N 14.128 19.096 -25.498
H 17.849 21.641 -26.727
H 18.855 20.319 -26.294
H 18.454 21.398 -25.074
H 15.865 20.241 -27.524
H 16.968 18.923 -27.239
H 15.699 17.703 -25.850
H 15.331 17.053 -27.860
H 14.183 18.328 -28.254
H 13.840 16.988 -27.044
H 13.911 18.459 -24.745
H 14.531 19.847 -24.954
C 13.395 13.081 -17.263
O 12.731 12.909 -18.533
C 13.481 12.336 -19.593
C 12.559 12.225 -20.817
C 11.507 11.131 -20.535
N 13.278 11.707 -22.019
H 12.808 13.875 -16.800
H 14.477 13.193 -17.327
H 13.223 12.270 -16.556
H 14.382 12.903 -19.826
H 13.865 11.427 -19.129
H 12.029 13.165 -20.972
H 10.550 11.634 -20.669
H 11.660 10.705 -19.543
H 11.505 10.260 -21.191
H 12.947 10.755 -22.082
H 14.268 11.621 -21.840
C 2.312 26.633 -23.679
O 2.097 25.966 -25.002
C 3.137 26.396 -25.977
C 4.585 25.930 -25.690
C 5.522 26.471 -26.759
N 4.850 24.524 -25.593
H 2.052 27.685 -23.799
H 3.318 26.339 -23.379
H 1.539 26.085 -23.141
H 2.784 25.929 -26.896
H 2.992 27.420 -26.321
H 4.958 26.352 -24.757
H 5.426 25.943 -27.708
H 6.576 26.310 -26.532
H 5.365 27.545 -26.864
H 4.902 24.179 -26.541
H 5.817 24.442 -25.311
C -1.012 12.897 -22.381
O -0.527 12.908 -21.054
C -0.358 14.270 -20.504
C -0.809 14.291 -19.071
C -2.192 13.629 -18.791
N -0.814 15.682 -18.622
H -1.137 11.880 -22.751
H -0.331 13.560 -22.916
H -1.967 13.422 -22.390
H 0.621 14.733 -20.628
H -0.986 14.982 -21.041
H -0.104 13.706 -18.480
H -2.182 12.554 -18.973
H -2.995 14.097 -19.361
H -2.420 13.807 -17.740
H -1.503 16.289 -19.043
H 0.081 16.009 -18.956
C 0.525 16.542 -28.999
O 0.465 15.901 -30.341
C -0.754 15.265 -30.881
C -1.273 14.209 -29.835
C -0.382 12.928 -29.760
N -2.625 13.787 -30.165
H -0.333 17.156 -28.724
H 1.335 17.261 -28.879
H 0.729 15.863 -28.171
H -1.414 16.114 -31.054
H -0.499 14.744 -31.804
H -1.226 14.655 -28.841
H -0.854 12.251 -29.048
H 0.657 13.218 -29.603
H -0.392 12.397 -30.711
H -3.265 14.568 -30.182
H -2.897 13.217 -29.377
N -0.093 21.381 -23.185
C -1.199 21.219 -22.547
N -1.890 22.270 -22.744
O -1.566 20.299 -21.918
H 0.679 20.730 -23.166
H 0.083 22.220 -23.719
H -2.792 22.340 -22.294
H -1.635 22.820 -23.552
N 5.993 16.286 -16.475
C 6.866 15.318 -16.676
N 8.051 15.837 -16.478
O 6.597 14.148 -17.070
H 6.286 17.195 -16.147
H 5.117 16.024 -16.903
H 8.270 16.810 -16.643
H 8.774 15.159 -16.673
N 6.458 14.938 -33.122
C 6.839 13.992 -32.277
N 7.843 13.315 -32.819
O 6.397 13.768 -31.171
H 5.616 15.464 -32.934
H 6.971 15.144 -33.967
H 8.170 13.430 -33.768
H 8.173 12.502 -32.319
N 10.415 21.410 -29.640
C 9.328 20.786 -29.290
N 9.449 19.942 -28.355
O 8.177 21.010 -29.724
H 11.234 21.025 -29.192
H 10.381 22.053 -30.418
H 10.206 20.161 -27.723
H 8.612 19.465 -28.050
N 9.334 9.741 -28.571
C 10.201 9.933 -27.658
N 10.146 11.131 -27.309
O 10.921 9.050 -27.273
H 8.983 8.854 -28.902
H 8.656 10.487 -28.636
H 9.572 11.805 -27.795
H 10.741 11.336 -26.519
O 5.790 17.917 -23.221
C 6.543 16.706 -23.196
C 6.062 15.612 -24.225
O 6.229 16.352 -25.490
H 6.007 18.401 -24.020
H 7.403 17.164 -23.685
H 6.711 16.378 -22.171
H 5.054 15.277 -23.983
H 6.715 14.753 -24.376
H 6.081 15.801 -26.261
*
```

Total energy (Eh): -2801.3136
SMILES string: COC[C@H](C)N.COC[C@H](C)N.COC[C@H](C)N.COC[C@H](C)N.COC[C@H](C)N.NC(N)=O.NC(N)=O.NC(N)=O.NC(N)=O.NC(N)=O.OCCO
Gap between HOMO and LUMO (eV): 9.129

Löwdin population analysis, charges in e, atoms 1 to 4: -0.096, -0.191, -0.179, -0.488

=====

No. 3
DFT (ωB97M-V with the def2-TZVPD basis set) results for a molecular structure, C9H8N2O.

```
! RIJCOSX wB97M-V def2-TZVPD def2/J DEFGRID3
* xyz 0 1
C 0.897 -0.257 2.654
C 0.269 -0.942 1.559
C 0.225 0.089 0.495
C -0.306 -0.051 -0.829
C -0.015 1.165 -1.703
C -0.632 1.036 -2.921
C -1.436 -0.016 -3.416
C -1.678 -1.060 -2.573
C -1.124 -1.140 -1.304
H 0.485 -0.491 4.491
H 2.222 -0.650 4.241
H -0.279 -2.202 1.454
H 0.259 1.858 -1.229
H -0.436 1.990 -3.574
H -2.066 0.074 -4.642
H -2.372 -1.879 -2.995
H -1.351 -1.916 -0.465
N 1.278 -0.726 3.891
N 1.378 0.930 2.268
O 0.968 1.106 0.979
*
```

Total energy (Eh): -532.2852
Gap between HOMO and LUMO (eV): 8.271

Löwdin population analysis, charges in e, atoms 1 to 4: -0.454, 0.058, -0.227, -0.108

=====

No. 4
DFT (ωB97M-V with the def2-TZVPD basis set) results for a molecular structure, CH7N2O2PS.

```
! RIJCOSX wB97M-V def2-TZVPD def2/J DEFGRID3
* xyz 0 1
C -1.269 1.141 -1.075
N 1.031 -1.478 -0.338
N 0.526 -0.509 0.598
O -1.777 -1.245 0.198
O -1.281 0.607 1.662
P 1.502 0.776 1.120
S -1.020 -0.054 0.411
H -2.086 0.810 -1.768
H -1.399 2.154 -0.594
H -0.366 1.101 -1.694
H 0.959 -2.437 0.079
H 0.607 -1.492 -1.289
H 2.649 0.469 0.377
H 1.923 0.158 2.315
*
```

Total energy (Eh): -1041.7367
Gap between HOMO and LUMO (eV): 9.875

Löwdin population analysis, charges in e, atoms 1 to 4: -0.109, -0.032, -0.650, -0.318

=====

No. 5
DFT (ωB97M-V with the def2-TZVPD basis set) results for 5 unconnected molecules or ions with the total composition C2H13NO4.

```
! RIJCOSX wB97M-V def2-TZVPD def2/J DEFGRID3
* xyz 0 1
C -1.405 1.574 0.530
N -0.175 1.879 0.683
C 1.023 1.705 -0.140
H -1.757 0.797 1.215
H -2.025 2.174 -0.134
H 0.754 1.526 -1.187
H 1.651 0.872 0.211
H 1.648 2.593 -0.097
O -0.485 -2.708 -1.556
H -0.190 -2.738 -0.635
H -0.478 -1.771 -1.752
O 0.849 -1.880 0.670
H 0.766 -1.358 1.486
H 1.331 -2.668 0.976
O -0.862 0.259 -2.840
H -0.755 -0.691 -2.947
H -0.196 0.603 -3.437
O 0.451 -0.301 3.018
H 0.290 0.537 2.545
H -0.435 -0.403 3.387
*
```

Total energy (Eh): -439.6144
SMILES string: C=NC.O.O.O.O
Gap between HOMO and LUMO (eV): 8.580

Löwdin population analysis, charges in e, atoms 1 to 4: -0.044, -0.097, -0.122, 0.060

=====

No. 6
DFT (ωB97M-V with the def2-TZVPD basis set) results for a molecular structure, C22H19AsAuN2SSe2Te2.

```
! RIJCOSX wB97M-V def2-TZVPD def2/J DEFGRID3
* xyz -1 1
Au -0.322 -0.141 0.325
Se 1.854 -0.616 -0.720
Te 2.556 -2.206 1.085
Te 2.078 -0.688 3.270
Se -0.369 -0.193 3.134
S -2.756 -0.260 -0.065
C -2.955 1.360 0.273
N -2.876 1.778 1.597
C -3.272 3.010 1.956
C -3.715 3.882 1.002
C -3.613 3.460 -0.342
N -3.250 2.252 -0.678
H -2.445 1.122 2.254
H -3.240 3.252 3.010
H -4.080 4.860 1.255
H -3.854 4.133 -1.156
C -1.301 7.212 0.795
C -1.324 6.731 -0.502
C -0.929 5.433 -0.774
C -0.474 4.600 0.240
C -0.496 5.084 1.546
C -0.896 6.376 1.825
As -0.018 2.701 -0.012
C 1.791 2.873 0.688
C 1.887 2.748 2.072
C 3.088 2.945 2.730
C 4.218 3.265 1.995
C 4.152 3.323 0.612
C 2.948 3.118 -0.040
C 0.148 2.646 -1.940
C -0.570 1.654 -2.602
C -0.582 1.578 -3.984
C 0.140 2.498 -4.725
C 0.869 3.484 -4.082
C 0.865 3.564 -2.701
H -1.590 8.232 1.005
H -1.647 7.366 -1.316
H -0.972 5.067 -1.792
H -0.195 4.429 2.359
H -0.899 6.737 2.846
H 1.008 2.459 2.642
H 3.138 2.844 3.808
H 5.156 3.454 2.497
H 5.048 3.532 0.040
H 2.922 3.128 -1.122
H -1.136 0.930 -2.026
H -1.158 0.809 -4.480
H 0.136 2.456 -5.805
H 1.439 4.199 -4.664
H 1.412 4.359 -2.206
*
```

Total energy (Eh): -9067.9391
Gap between HOMO and LUMO (eV): 5.282

Löwdin population analysis, charges in e, atoms 1 to 4: -0.038, -0.281, 0.000, 0.012

=====

No. 7
DFT (ωB97M-V with the def2-TZVPD basis set) results for a molecular structure, C15H24CoN6O6.

```
! RIJCOSX wB97M-V def2-TZVPD def2/J DEFGRID3
* xyz 1 5
O 1.055 -0.076 -4.049
H 1.108 -0.327 -4.979
Co 0.131 -0.327 -0.504
N -1.468 -0.872 -1.211
N -0.340 1.284 -1.391
N 0.815 -1.737 0.539
N 1.569 0.465 0.511
O -1.946 -2.010 -0.898
O 0.030 -2.819 0.649
O 1.640 1.787 0.676
O -0.002 2.491 -1.031
C -1.469 1.203 -2.177
C -2.032 -0.096 -2.202
C 1.863 -1.626 1.405
C 2.228 -0.254 1.471
C -3.008 -0.591 -3.210
H -2.503 -0.899 -4.134
H -3.714 0.199 -3.487
H -3.539 -1.443 -2.800
C -2.055 2.470 -2.743
H -1.303 3.076 -3.290
H -2.486 3.121 -1.939
H -2.890 2.239 -3.447
C 2.476 -2.735 2.153
C 3.054 0.390 2.550
H 2.577 -3.619 1.529
H 1.894 -3.007 3.036
H 3.476 -2.444 2.485
H 2.909 1.484 2.541
H 4.143 0.192 2.450
H 2.767 0.023 3.563
H -0.820 -2.565 0.072
H 0.908 2.144 -0.078
C 2.762 1.041 -3.098
H 1.832 1.230 -3.729
H 3.093 0.026 -2.971
H 2.836 1.634 -2.156
O 1.040 -1.197 -1.803
H 1.209 -0.735 -3.212
H 1.816 -1.531 -1.323
N -2.160 -2.616 4.855
C -2.003 -1.640 4.231
C -1.789 -0.455 3.441
C -1.957 0.833 3.957
C -1.690 1.919 3.128
C -1.219 1.680 1.827
N -1.051 0.444 1.374
C -1.388 -0.600 2.123
H -2.295 0.960 4.994
H -1.820 2.950 3.458
H -0.991 2.508 1.158
H -1.292 -1.576 1.687
*
```

<S²>: 6.16
Total energy (Eh): -2748.0636
Gap between HOMO and LUMO (alpha / beta) (eV): 5.021 / 5.603

Löwdin population analysis, charges in e, atoms 1 to 4: -0.228, 0.062, 0.616, -0.119

=====

No. 8
DFT (ωB97M-V with the def2-TZVPD basis set) results for a gas-phase ion, C4H8NO2 (charge -1).

```
! RIJCOSX wB97M-V def2-TZVPD def2/J DEFGRID3
* xyz -1 1
H -0.857 1.089 -2.610
N -0.655 0.692 -1.722
C 0.594 0.929 -1.371
O 1.440 1.570 -2.052
C 1.065 0.264 -0.073
C 0.410 -0.934 0.590
C -0.916 -0.613 1.287
O -1.968 -0.310 0.431
H 0.894 1.105 0.644
H 2.152 0.367 -0.014
H 1.062 -1.237 1.429
H 0.309 -1.867 0.037
H -0.697 0.273 1.930
H -1.267 -1.420 1.912
H -1.564 0.094 -0.417
*
```

Total energy (Eh): -362.4859
SMILES string: [H]/N=C(\[O-])CCCO
Gap between HOMO and LUMO (eV): 7.916

Löwdin population analysis, charges in e, atoms 1 to 4: 0.010, 0.039, -0.682, -0.131

=====

Q: Among the records above, which one has the lowest total energy?
A: C22H19AsAuN2SSe2Te2